[1]
The following is a DFT calculation (ωB97M-V with the def2-TZVPD basis set) of a structure of composition C11H29AsO5PRuS2 at a distorted geometry.

Output
LUMO (alpha / beta): -7.262 / -7.416 eV
HOMO level (alpha / beta): -15.03 / -14.82 eV
charge: +2
orbital gap (alpha / beta): 7.77 / 7.40 eV
spin multiplicity: 2
relative energy (zero: lowest compared OMol25 entry of this formula, charge and spin): 159.3 kJ/mol
expectation value of S²: 0.767
E: -4280.572444 Eh

```
50
Properties=species:S:1:pos:R:3:forces:R:3:lowdin_charge:R:1
Ru 0.42052 -0.19610 0.59570 -0.3 -0.4 0.4 0.894
C 3.00490 -0.39877 -1.63698 -0.1 -0.1 0.0 -0.024
O 2.50868 -0.31202 -0.28731 0.0 0.3 -0.1 -0.338
C 3.06947 -1.27745 0.62202 0.1 0.1 -0.1 -0.165
C 2.51931 -2.63768 0.30818 -0.1 -0.1 -0.1 -0.166
O 1.10099 -2.46185 0.26117 0.1 0.1 0.0 -0.354
C 0.38992 -3.68766 0.00061 0.0 0.0 0.0 -0.056
H 4.09322 -0.44530 -1.61473 0.0 0.0 0.0 0.111
H 2.68470 0.50225 -2.15149 0.0 0.0 0.0 0.101
H 2.60383 -1.27410 -2.14681 0.0 0.0 0.0 0.099
H 2.74795 -0.95643 1.61745 0.0 0.0 0.1 0.128
H 4.15952 -1.25733 0.59268 0.0 0.0 -0.1 0.151
H 2.80488 -3.35234 1.08263 -0.1 0.0 0.0 0.153
H 2.86679 -3.01276 -0.65694 0.1 0.0 0.0 0.139
H 0.55120 -4.38679 0.81956 0.0 0.0 0.0 0.111
H 0.74355 -4.11852 -0.93619 0.0 0.0 0.0 0.110
H -0.66508 -3.44876 -0.07298 0.0 0.0 0.0 0.061
C -6.20261 -0.70732 0.23405 0.0 0.0 0.0 -0.052
C -4.89742 -1.35338 0.60455 0.0 0.0 0.0 -0.198
O -3.86570 -0.28916 0.69231 0.1 0.3 0.0 -0.276
P -2.37756 -0.39479 0.31700 -0.7 -0.8 -0.3 -0.057
S -1.38763 1.30705 0.11874 0.6 0.0 -0.4 0.492
S -1.21558 -1.28695 1.71770 0.2 0.1 0.0 0.497
O -2.37387 -1.23561 -1.02062 -0.2 0.0 0.0 -0.307
C -1.31068 -1.24097 -2.00653 0.1 -0.1 0.0 -0.289
C -1.59676 -0.28344 -3.13549 -0.1 -0.1 0.0 -0.057
H -6.99089 -1.45996 0.27640 0.0 0.0 0.0 0.097
H -6.16887 -0.29854 -0.77501 0.0 0.0 0.0 0.089
H -6.45212 0.08820 0.93482 0.0 0.0 0.0 0.091
H -4.56323 -2.07586 -0.13637 0.0 0.0 0.0 0.115
H -4.92417 -1.81350 1.58873 0.0 0.0 0.0 0.128
H -1.25040 -2.26580 -2.36536 -0.1 -0.1 0.0 0.129
H -0.35855 -1.01169 -1.49561 -0.2 0.0 -0.3 0.050
H -2.58534 -0.48128 -3.54906 0.0 0.0 0.0 0.098
H -0.86224 -0.43779 -3.92743 0.0 0.0 0.0 0.094
H -1.55560 0.75360 -2.81278 0.0 0.1 0.0 0.056
C 0.75204 3.86908 -0.06410 0.0 0.1 -0.1 -0.211
As 1.65395 2.92958 1.32420 -0.1 0.0 -0.2 1.069
C 3.51914 2.91211 0.96132 0.1 0.0 0.0 -0.169
C 1.27682 3.71806 3.00556 -0.1 -0.1 0.1 -0.164
O 1.15896 1.29591 1.45259 0.7 0.6 1.1 -0.679
H 1.18562 4.86612 -0.14642 0.0 0.0 0.0 0.067
H -0.30306 3.95429 0.17991 0.0 0.0 0.0 0.025
H 0.88177 3.33752 -1.00441 0.0 0.0 0.0 0.049
H 3.94816 3.86920 1.25537 0.0 0.0 0.0 0.063
H 3.67285 2.75106 -0.10276 0.0 0.0 0.0 0.051
H 3.97861 2.11124 1.53529 0.0 0.0 0.0 0.056
H 1.61278 4.75398 2.98923 0.0 0.0 0.0 0.065
H 1.79482 3.16697 3.78708 0.0 0.0 0.0 0.063
H 0.20243 3.67371 3.17053 0.0 0.0 0.0 0.061
```
Forces are in eV/Å.

=====

[2]
The following is a DFT calculation (ωB97M-V with the def2-TZVPD basis set) of a cluster of 4 separate species, H8O4 in total.

Output
LUMO: 0.473 eV
HOMO level: -10.71 eV
orbital gap: 11.18 eV
relative energy (zero: lowest compared OMol25 entry of this formula, charge and spin): 64.0 kJ/mol
SMILES string: O.O.O.O
E: -305.754839 Eh

```
12
Properties=species:S:1:pos:R:3:forces:R:3:lowdin_charge:R:1
O -0.49385 -0.34333 0.16161 0.0 0.1 -0.1 -0.064
H 0.39727 -0.25433 -0.19776 0.0 -0.3 0.1 0.018
H -1.08273 -0.41808 -0.60508 0.1 0.1 0.1 0.010
O -1.82050 -0.34757 -2.45828 0.0 0.0 -0.1 -0.042
H -2.35267 -0.99614 -2.93037 0.0 0.0 0.1 0.054
H -1.14453 -0.06980 -3.08549 0.0 0.0 0.0 0.054
O 2.52027 -0.63613 0.53320 0.0 0.2 0.0 -0.050
H 2.48020 0.23656 0.94027 0.1 0.0 0.1 0.042
H 2.65182 -1.23844 1.27266 -0.1 0.0 0.0 0.049
O -0.50055 1.36125 2.50128 0.2 -0.2 0.0 -0.080
H -0.52032 0.61653 1.87542 -0.2 0.2 -0.1 -0.010
H -0.13442 2.08948 1.99253 -0.1 0.0 0.0 0.021
```
Forces are in eV/Å.

=====

[3]
The following is a DFT calculation (ωB97M-V with the def2-TZVPD basis set) of a cluster of 6 separate species, H12O6 in total at a distorted geometry.

Output
LUMO: -0.022 eV
HOMO level: -10.54 eV
orbital gap: 10.51 eV
relative energy (zero: lowest compared OMol25 entry of this formula, charge and spin): 188.2 kJ/mol
SMILES string: O.O.O.O.O.O
E: -458.600801 Eh

```
18
Properties=species:S:1:pos:R:3:forces:R:3:lowdin_charge:R:1
O 0.89038 2.28696 -0.17393 -0.2 -0.1 0.0 -0.054
H 0.43483 2.28600 -1.02333 0.1 0.0 0.0 0.032
H 0.57608 1.48666 0.26164 0.1 0.0 0.0 0.033
O -2.48985 3.61235 0.54017 0.1 -0.1 -0.1 -0.060
H -2.30118 3.23764 -0.32758 -0.1 0.1 0.1 0.021
H -1.61964 3.74307 0.93341 0.0 0.0 0.0 0.029
O 0.42212 -2.59467 -0.22236 0.8 -0.1 -0.7 -0.065
H 1.25208 -2.59242 -0.71242 -0.1 0.1 0.0 0.052
H -0.04312 -3.37151 -0.55261 0.0 -0.1 0.1 0.057
O 5.49013 0.30597 -0.18889 0.0 -0.1 0.2 -0.063
H 4.71082 -0.01329 0.27988 0.0 0.1 -0.1 0.030
H 6.17967 0.31940 0.48441 0.0 0.0 -0.1 0.033
O -1.45235 -2.52163 1.41446 -0.6 0.2 0.5 -0.080
H -1.30850 -1.82573 2.06564 -0.1 -0.2 -0.1 0.036
H -1.19839 -2.11604 0.57781 -0.1 0.1 0.2 -0.021
O -2.89666 -1.02979 -1.20152 0.0 0.1 -0.2 -0.050
H -3.64519 -1.42690 -1.66085 0.0 0.0 0.1 0.040
H -2.74757 -0.20042 -1.66940 0.0 -0.1 0.1 0.031
```
Forces are in eV/Å.

=====

[4]
The following is a DFT calculation (ωB97M-V with the def2-TZVPD basis set) of a structure of composition C19H25N8OS2W.

Output
LUMO (alpha / beta): -10.707 / -10.608 eV
HOMO level (alpha / beta): -17.00 / -17.43 eV
charge: +3
orbital gap (alpha / beta): 6.29 / 6.82 eV
spin multiplicity: 3
expectation value of S²: 2.046
E: -2114.900379 Eh

```
56
Properties=species:S:1:pos:R:3:forces:R:3:lowdin_charge:R:1
W -0.08748 -0.14246 0.07281 -0.9 -0.1 -0.1 1.532
N -3.38235 -0.63295 3.04550 -0.1 0.0 0.1 0.163
C -2.26240 -0.56286 2.35150 0.3 0.0 -0.7 -0.749
S -2.36824 -0.64983 0.56900 0.6 0.0 -0.1 0.744
N -1.10368 -0.48928 2.93422 -0.2 0.2 0.9 0.011
N -0.03826 -0.43344 2.11395 0.4 0.0 0.1 -0.204
C 1.13912 -0.55754 2.68021 -0.5 0.0 0.0 0.011
C 2.25389 -0.68871 1.79671 0.5 0.0 -0.4 -0.227
C 3.55050 -0.97148 2.21431 -0.3 0.1 0.2 0.052
C 4.50903 -1.28292 1.26784 0.0 0.0 -0.2 0.033
C 4.14626 -1.31466 -0.07931 0.2 0.0 0.2 0.015
C 2.85765 -0.98778 -0.43541 -0.1 0.0 -0.2 -0.088
N 1.92192 -0.64601 0.47254 0.5 -0.1 0.3 -0.075
H -4.28259 -0.67364 2.59772 0.0 0.0 0.0 0.122
H -3.34966 -0.65518 4.05529 0.0 0.0 0.0 0.145
H 1.22008 -0.67391 3.75351 -0.1 0.1 0.0 0.162
H 3.77420 -0.96451 3.27297 0.0 -0.1 0.0 0.145
H 5.52193 -1.52300 1.56328 0.0 0.0 0.0 0.144
H 4.86825 -1.58475 -0.83705 0.0 0.0 0.0 0.137
H 2.54058 -1.00664 -1.47031 0.0 0.0 0.0 0.123
N 0.72686 1.36270 -1.78273 -0.2 -0.1 0.3 0.055
C -0.02298 2.33191 -1.05186 0.0 0.5 0.1 -0.689
N -0.32008 1.95533 0.18465 0.1 0.1 -0.5 -0.096
C -1.04721 2.94860 0.84131 -0.1 0.2 0.3 -0.281
C -1.53586 2.90470 2.14489 0.1 0.0 0.0 -0.002
C -2.29977 3.96621 2.58711 0.0 -0.1 0.0 -0.019
C -2.56351 5.06661 1.76398 0.0 0.1 -0.1 -0.014
C -2.05265 5.14168 0.48226 0.0 0.1 0.0 -0.036
C -1.29767 4.06730 0.03211 0.1 -0.3 -0.1 -0.410
S -0.55826 3.86397 -1.54009 0.0 -0.3 0.2 1.255
H 1.72310 1.58160 -1.74969 0.1 -0.1 0.1 0.129
H 0.47982 1.35814 -2.77137 -0.1 -0.2 0.0 0.126
H -1.30047 2.07390 2.79669 -0.1 0.0 0.0 0.102
H -2.70105 3.94488 3.59105 0.0 0.0 0.0 0.129
H -3.16713 5.88182 2.13886 0.0 0.0 0.0 0.134
H -2.23515 6.00010 -0.14992 0.0 0.0 0.0 0.134
C -0.91996 -5.33181 -1.41008 0.1 -0.2 -0.1 -0.001
N -0.56353 -4.04574 -0.80101 0.1 0.1 0.1 -0.086
C 0.32597 -4.15960 0.36102 0.0 0.0 0.0 0.005
C -0.79768 -2.84361 -1.30786 -0.4 -0.2 -0.1 -0.439
O 0.01930 -1.88968 -0.90719 -0.3 0.1 -0.6 -0.267
N -1.80968 -2.57527 -2.14540 0.5 0.2 0.2 -0.105
C -1.86576 -1.36164 -2.95930 0.0 0.0 -0.1 -0.017
C -2.91384 -3.49519 -2.42062 -0.3 -0.2 0.0 -0.008
H -0.03406 -5.96540 -1.38915 0.0 0.0 0.0 0.113
H -1.21683 -5.21670 -2.44624 0.1 0.0 0.1 0.091
H -1.70548 -5.82972 -0.84222 0.0 0.0 0.0 0.114
H 0.08518 -5.08445 0.87868 0.0 0.0 0.0 0.112
H 0.17563 -3.32731 1.04372 0.0 0.0 0.0 0.077
H 1.37304 -4.19019 0.05400 0.0 0.0 0.0 0.109
H -1.13959 -0.62256 -2.63873 0.1 0.0 0.1 0.046
H -2.86071 -0.92378 -2.88637 0.0 0.0 0.0 0.106
H -1.66734 -1.60050 -4.00605 0.0 0.0 0.0 0.119
H -3.06276 -4.18484 -1.59708 0.0 0.1 0.0 0.096
H -2.75478 -4.05027 -3.34592 0.0 0.0 0.0 0.114
H -3.82526 -2.91096 -2.53782 0.1 0.1 0.0 0.109
```
Forces are in eV/Å.

=====

Q: Among the records above, which one has the lowest E?
A: C11H29AsO5PRuS2

=====

Please write out number 3 again, unchanged.
The following is a DFT calculation (ωB97M-V with the def2-TZVPD basis set) of a cluster of 6 separate species, H12O6 in total at a distorted geometry.

Output
LUMO: -0.022 eV
HOMO level: -10.54 eV
orbital gap: 10.51 eV
relative energy (zero: lowest compared OMol25 entry of this formula, charge and spin): 188.2 kJ/mol
SMILES string: O.O.O.O.O.O
E: -458.600801 Eh

```
18
Properties=species:S:1:pos:R:3:forces:R:3:lowdin_charge:R:1
O 0.89038 2.28696 -0.17393 -0.2 -0.1 0.0 -0.054
H 0.43483 2.28600 -1.02333 0.1 0.0 0.0 0.032
H 0.57608 1.48666 0.26164 0.1 0.0 0.0 0.033
O -2.48985 3.61235 0.54017 0.1 -0.1 -0.1 -0.060
H -2.30118 3.23764 -0.32758 -0.1 0.1 0.1 0.021
H -1.61964 3.74307 0.93341 0.0 0.0 0.0 0.029
O 0.42212 -2.59467 -0.22236 0.8 -0.1 -0.7 -0.065
H 1.25208 -2.59242 -0.71242 -0.1 0.1 0.0 0.052
H -0.04312 -3.37151 -0.55261 0.0 -0.1 0.1 0.057
O 5.49013 0.30597 -0.18889 0.0 -0.1 0.2 -0.063
H 4.71082 -0.01329 0.27988 0.0 0.1 -0.1 0.030
H 6.17967 0.31940 0.48441 0.0 0.0 -0.1 0.033
O -1.45235 -2.52163 1.41446 -0.6 0.2 0.5 -0.080
H -1.30850 -1.82573 2.06564 -0.1 -0.2 -0.1 0.036
H -1.19839 -2.11604 0.57781 -0.1 0.1 0.2 -0.021
O -2.89666 -1.02979 -1.20152 0.0 0.1 -0.2 -0.050
H -3.64519 -1.42690 -1.66085 0.0 0.0 0.1 0.040
H -2.74757 -0.20042 -1.66940 0.0 -0.1 0.1 0.031
```
Forces are in eV/Å.

=====

Q: Which value of E does entry 4 give?
A: -2114.900379 Eh

=====

Q: Which of these has the highest E?
A: H8O4